Formula: C26H78O13S3
Source: the Open Molecules 2025 dataset
Level of theory: wB97M-V/def2-TZVPD

```
120
Properties=species:S:1:pos:R:3
C 6.4599 -2.2472 -2.5087
C 5.4639 -1.6150 -3.4406
O 4.6492 -0.7185 -2.7645
H 5.8235 -3.0183 -1.8092
H 7.0553 -1.6102 -1.9057
H 7.1908 -2.8904 -3.1346
H 4.7371 -2.2225 -4.0903
H 5.9555 -1.1863 -4.5157
H 3.9533 -0.4611 -3.3586
C -1.7025 -0.6560 3.3688
C -2.7652 -1.0662 4.4592
O -2.9356 0.0177 5.3636
H -0.8074 -0.6480 3.7182
H -2.0494 0.2656 2.7326
H -1.4923 -1.3714 2.5485
H -2.6622 -2.0378 4.8526
H -3.7751 -1.1290 3.9925
H -2.6837 -0.2583 6.3934
C -5.1023 -3.0460 1.8361
C -4.2597 -2.4055 0.7323
O -3.1906 -3.1439 0.1237
H -4.5282 -3.6351 2.5171
H -5.6055 -3.9979 1.3245
H -5.7793 -2.5939 2.5255
H -3.7302 -1.4583 0.8447
H -4.9376 -2.0915 -0.0268
H -2.5448 -2.5901 0.1762
C -0.6036 -6.0000 1.3171
C -0.3929 -4.5495 1.7864
O -1.4374 -4.2084 2.6549
H 0.0797 -6.4152 0.4830
H -1.6123 -5.9641 0.8487
H -0.6755 -6.6181 2.0940
H -0.4548 -4.0211 0.6117
H 0.3996 -4.4015 2.4452
H -2.1294 -3.8480 2.1196
C -4.0579 1.7700 0.9213
C -5.1611 2.3778 0.0176
O -6.1770 2.7735 0.9443
H -3.3389 1.4704 0.1663
H -4.5212 0.9567 1.6121
H -3.3928 2.5458 1.6786
H -5.5730 1.7251 -0.6740
H -4.7247 3.2180 -0.6375
H -6.9831 3.1440 0.6706
C 3.6751 -2.8010 2.4170
C 3.4955 -1.8922 3.7142
O 4.5899 -1.1804 3.7326
H 2.8031 -3.4767 2.1177
H 4.6393 -3.4125 2.2853
H 3.8783 -2.0270 1.5797
H 3.4451 -2.6968 4.7359
H 2.6867 -1.5130 3.6932
H 4.4223 -0.5402 3.0181
C -0.0636 2.7060 -3.9012
C 1.2330 2.6085 -3.1363
O 1.0843 3.2475 -1.9190
H 0.1504 2.4387 -4.9541
H -0.5484 3.6765 -3.8856
H -0.9070 2.0291 -3.4771
H 1.9256 3.2078 -3.8857
H 1.5693 1.5910 -2.8649
H 0.9339 4.1607 -2.0297
C -3.1660 -0.4366 -2.6978
C -3.5525 -0.1789 -4.1514
O -4.9509 -0.0632 -4.2419
H -3.4601 0.3369 -2.2302
H -2.1154 -0.6468 -2.7202
H -3.5975 -1.5712 -2.3524
H -3.4816 -1.0525 -4.8776
H -3.1706 0.7732 -4.5351
H -5.2615 -0.6529 -5.0133
C -1.6156 4.9874 -0.5773
C -2.7531 5.6484 0.2499
O -3.5114 6.4846 -0.6176
H -0.7554 4.5103 0.0195
H -0.8880 5.6335 -1.2373
H -2.0053 4.0610 -1.2763
H -2.3251 6.3106 0.9730
H -3.3424 4.9071 0.7343
H -3.9723 6.9498 -0.0200
C -0.6263 -3.0242 -3.7367
C 0.6826 -2.1842 -4.1398
O 0.3770 -0.8986 -3.7477
H -0.6172 -4.0785 -3.9628
H -1.4795 -2.4940 -4.2046
H -0.6027 -3.1154 -2.5790
H 0.8714 -2.2222 -5.3545
H 1.3937 -2.4173 -3.4270
H 1.1962 -0.5276 -4.0933
C 2.0923 3.9164 2.3529
S 3.0077 3.5985 3.8407
O 3.3202 4.9418 4.4639
C 1.6708 2.9478 4.7811
H 2.7363 4.3855 1.6491
H 0.9633 4.5783 2.6461
H 1.8625 2.8528 1.8781
H 1.8423 2.6045 5.6058
H 1.1023 2.2711 4.3039
H 0.9563 3.6676 4.8397
C 3.6974 1.7498 -0.5649
S 4.9708 1.6456 0.6699
O 4.3624 0.8419 1.8961
C 6.2382 0.5327 -0.0751
H 3.0834 0.8433 -0.4359
H 3.8890 1.9254 -1.5964
H 3.1178 2.3909 -0.0773
H 7.3141 0.6048 0.3918
H 6.5062 0.6729 -1.0821
H 5.9669 -0.4263 -0.0362
C 1.2480 -1.4692 -0.6459
S -0.2602 -0.5158 -0.6383
O -1.3601 -1.3258 0.0617
C 0.0183 0.8690 0.3266
H 1.1324 -2.4735 -1.0247
H 1.8234 -1.4116 0.2812
H 1.9992 -1.1964 -1.4029
H 0.8384 1.4401 -0.2016
H 0.2753 0.6230 1.3363
H -0.6790 1.6100 0.0181
```

* energy relative to the best compared isomer or geometry (same formula, charge and spin): 0.0 kJ/mol
* max |F|: 0.2942 hartree/bohr
* frontier orbital gap: 8.355 eV
* charge: 0
* multiplicity: 1
* LUMO: -0.38 eV

Formula: C2H3FeO3
Source: the Open Molecules 2025 dataset
Level of theory: wB97M-V/def2-TZVPD

```
9
Properties=species:S:1:pos:R:3
O -1.4754 0.3822 -1.5187
C -0.5255 0.0166 -0.7748
O -0.6537 0.3171 0.5294
O 0.5420 -0.4588 -1.2185
Fe -0.4576 -0.1494 -3.2693
C 0.4404 0.0243 1.3889
H 1.3364 0.5792 1.0824
H 0.1329 0.3401 2.3907
H 0.6604 -1.0512 1.3899
```

* energy relative to the best compared isomer or geometry (same formula, charge and spin): 5.5 kJ/mol
* max |F|: 0.0335 hartree/bohr
* frontier orbital gap (spin up / spin down): 8.059 / 9.713 eV
* charge: 0
* multiplicity: 6
* LUMO (spin up / spin down): 0.42 / -0.91 eV

Formula: C38H54B2BeBrCl5CsF3LiNO14P2S
Source: the Open Molecules 2025 dataset
Level of theory: wB97M-V/def2-TZVPD

```
124
Properties=species:S:1:pos:R:3
C 0.4182 -0.1422 -1.8134
C 0.3700 0.1209 -0.6345
C 0.3549 0.8535 0.6907
P 1.6762 -0.0665 1.6659
C 1.2701 0.0026 3.4906
C 1.6093 -1.8996 1.2581
C 0.2233 -2.5606 1.6085
O -0.8486 0.3545 1.2976
P -1.8902 1.6054 2.0000
C -2.6895 3.0300 3.0120
C -4.1366 2.7775 3.5339
C -4.9085 4.1644 3.4877
S -6.6393 3.9311 2.9590
O -7.2302 5.1863 2.6050
O -7.3411 3.2355 4.0049
O -6.6770 3.0511 1.5957
C -2.7545 0.1449 2.9400
O -2.3874 0.1993 4.3524
C -2.9575 -0.7348 5.1003
F -4.1668 -0.3930 5.6039
F -3.0688 -1.9530 4.5080
F -2.1471 -0.9149 6.1868
B -3.1027 1.6674 0.4835
O -3.9260 2.7913 0.3752
C -3.2345 0.5854 -0.6888
C -3.3594 -0.9009 -0.2301
O -0.8123 2.8530 1.4078
C 0.3588 2.4498 0.6747
C 1.4930 3.1529 1.5196
C 2.9057 3.1718 0.8297
C 4.0252 2.4426 1.6474
C 5.4324 3.0737 1.4704
O 6.1213 2.4923 0.3506
B 0.1451 3.2203 -0.7311
O -0.6455 4.3967 -0.6715
O 0.7065 2.8452 -1.9283
C 0.2660 3.6494 -3.0334
H 0.4730 -0.5125 -2.8302
H 0.2407 -0.3668 3.6649
H 1.3658 1.0090 3.9255
H 2.0092 -0.6588 4.0033
H 2.3576 -2.4084 1.9025
H 1.8721 -2.0615 0.2014
H -0.0702 -2.3338 2.6497
H -0.5363 -2.1864 0.9015
H 0.2801 -3.6555 1.4354
H -0.9351 1.5083 3.1192
H -2.5726 3.9617 2.4322
H -2.0460 3.1565 3.9070
H -4.1630 2.4297 4.5817
H -4.7410 2.0898 2.9192
H -4.4777 4.8452 2.7334
H -4.8802 4.6767 4.4614
H -6.6081 2.1078 1.8172
H -2.2962 -0.7703 2.5195
H -3.8422 0.0537 2.7471
H -4.4074 2.7569 -0.4647
H -2.4198 0.7317 -1.4319
H -4.1717 0.8168 -1.2549
H -2.3608 -1.3736 -0.1975
H -3.9298 -1.0474 0.7009
H -3.9057 -1.4474 -1.0272
H 1.1481 4.1896 1.6736
H 1.5943 2.6797 2.5108
H 3.2184 4.2387 0.7833
H 2.9204 2.7647 -0.1963
H 3.7948 2.3777 2.7326
H 4.0896 1.4158 1.2496
H 5.4153 4.1787 1.3972
H 6.0571 2.8339 2.3559
H 5.8685 2.9856 -0.4408
H -1.5827 4.1559 -0.7565
H -0.8308 3.7245 -3.1072
H 0.7581 4.6517 -2.9392
H 0.6102 3.2231 -3.9977
N 0.3513 -2.2186 -4.9637
C 1.0566 -2.1691 -6.1006
C 0.6006 -2.6635 -7.3020
C -0.6606 -3.2528 -7.3388
C -1.4269 -3.3253 -6.1801
C -0.8608 -2.7841 -5.0150
H 2.0344 -1.7062 -6.0226
H 1.2117 -2.5944 -8.1895
H -1.0468 -3.6555 -8.2708
H -2.4391 -3.7876 -6.1844
H -1.3971 -2.8009 -4.0804
C 2.2719 1.1561 -7.9855
Cl 3.3684 -0.1910 -7.6370
Cl 0.7687 0.5978 -8.7225
H 2.0394 1.6653 -7.0558
H 2.7651 1.8383 -8.6697
Be 0.6994 6.2869 -1.7838
C -5.1923 -5.6495 8.2358
C -6.2981 -5.0198 7.6066
C -5.9176 -3.8779 6.6802
O -6.7130 -3.2685 6.0021
C -4.5068 -3.4954 6.6159
C -3.4029 -4.1216 7.2592
C -3.7760 -5.3294 8.0994
O -2.9620 -6.0323 8.6631
O -2.2347 -3.7878 7.1917
O -7.4708 -5.3106 7.7389
H -5.3795 -6.4828 8.9054
H -4.3274 -2.6349 5.9927
C 2.0546 -5.1937 -10.0256
Cl 0.8054 -6.4083 -9.7129
Cl 1.3375 -3.6766 -10.5269
Cl 3.0754 -4.9592 -8.5798
H 2.6842 -5.5519 -10.8320
C 9.2659 -0.0439 -1.1540
C 8.1212 0.7367 -1.0462
C 7.2195 0.7909 -2.1012
C 7.4569 0.0595 -3.2579
C 8.5997 -0.7227 -3.3628
C 9.5066 -0.7716 -2.3128
H 9.9720 -0.0849 -0.3333
H 7.9319 1.3005 -0.1446
H 6.3302 1.4021 -2.0221
H 6.7500 0.0993 -4.0780
H 8.7839 -1.2943 -4.2649
H 10.4009 -1.3775 -2.3967
Cs 3.7119 -7.4155 -7.5021
Li 2.7657 -1.6177 5.4876
Br -3.6767 -3.2804 -4.9337
```

* max |F|: 0.0985 hartree/bohr
* frontier orbital gap: 0.747 eV
* charge: 0
* multiplicity: 1
* LUMO: -4.38 eV

Formula: C2H6Se2
Source: the Open Molecules 2025 dataset
Level of theory: wB97M-V/def2-TZVPD

```
10
Properties=species:S:1:pos:R:3
C -0.2555 1.6894 0.1474
C 1.3644 -1.1645 -0.3804
Se -1.6782 0.7139 0.7150
Se -0.3299 -1.8711 -0.4171
H 0.5082 1.8648 0.8885
H -0.4139 2.4601 -0.5841
H 2.0134 -1.4928 0.4150
H 1.7922 -1.0629 -1.3632
H -2.5262 1.0076 -0.4206
H -0.4744 -2.1445 0.9994
```

* energy relative to the best compared isomer or geometry (same formula, charge and spin): 317.4 kJ/mol
* max |F|: 0.0208 hartree/bohr
* frontier orbital gap (spin up / spin down): 7.433 / 7.466 eV
* charge: 0
* multiplicity: 1
* LUMO (spin up / spin down): 0.26 / 0.30 eV

Formula: C4H8O2
Source: the Open Molecules 2025 dataset
Level of theory: wB97M-V/def2-TZVPD

```
14
Properties=species:S:1:pos:R:3
C -0.4697 -1.0625 1.0623
C 0.2136 0.2693 0.7811
O 1.5420 0.0568 0.2712
C 1.1035 0.3160 -1.0737
C -0.1849 0.9630 -0.5382
O -1.4222 0.6660 -1.1117
H -0.5023 -1.7001 0.1690
H 0.1122 -1.6034 1.8136
H -1.4867 -0.9361 1.4532
H 0.2121 0.8962 1.6806
H 0.9100 -0.6135 -1.6277
H 1.8158 0.9323 -1.6322
H -0.1014 2.0524 -0.4860
H -1.7237 -0.1536 -0.7050
```

* SMILES: C[C@H]1OC[C@H]1O
* energy relative to the best compared isomer or geometry (same formula, charge and spin): 183.5 kJ/mol
* max |F|: 0.0070 hartree/bohr
* frontier orbital gap: 10.727 eV
* charge: 0
* multiplicity: 1
* LUMO: 0.91 eV

Formula: C5H14OS2
Source: the Open Molecules 2025 dataset
Level of theory: wB97M-V/def2-TZVPD

```
22
Properties=species:S:1:pos:R:3
S -1.2349 0.6613 1.1331
S -2.2480 4.9429 4.0132
C 0.0000 0.0000 0.0000
C -1.1141 5.9086 5.0685
C -0.5315 2.2049 1.6308
C -0.9706 3.9719 3.2780
C -1.5913 2.8114 2.5059
H -0.3212 -0.6121 -0.8595
H 0.6604 -0.6100 0.6390
H 0.5745 0.8626 -0.3775
H -1.7118 6.7130 5.5293
H -0.3478 6.3667 4.4208
H -0.6067 5.3446 5.8691
H -0.2755 2.8833 0.7943
H 0.3971 2.0070 2.1999
H -0.4711 4.6630 2.5720
H -0.2062 3.6097 3.9921
H -2.4495 3.1642 1.9023
H -1.9714 2.0601 3.2245
O -0.7486 -2.6163 -1.4703
H -0.6915 -2.8796 -0.5239
H 0.1224 -2.2023 -1.6656
```

* SMILES: CSCCCSC.O
* energy relative to the best compared isomer or geometry (same formula, charge and spin): 94.2 kJ/mol
* max |F|: 0.0321 hartree/bohr
* frontier orbital gap: 9.114 eV
* charge: 0
* multiplicity: 1
* LUMO: 0.64 eV

Formula: C25H22N9OSV
Source: the Open Molecules 2025 dataset
Level of theory: wB97M-V/def2-TZVPD

```
59
Properties=species:S:1:pos:R:3
V -0.4590 0.5053 0.1359
N -2.6061 1.2340 -4.0417
C -2.5445 1.0864 -2.6560
S -2.6948 2.4757 -1.7006
N -2.4046 -0.1693 -2.2844
N -2.2182 -0.3655 -0.9062
C -2.8216 -1.4193 -0.4884
C -2.6613 -2.0968 0.7907
C -3.3944 -3.2794 0.9632
C -3.3130 -4.0437 2.1091
C -2.4641 -3.6125 3.1326
C -1.7284 -2.4577 3.0042
C -1.7939 -1.6478 1.8346
O -1.0760 -0.5891 1.7548
H -2.4061 2.1715 -4.3470
H -2.1760 0.4874 -4.5666
H -3.4923 -1.9052 -1.1999
H -4.0496 -3.5920 0.1560
H -3.8963 -4.9493 2.2124
H -2.3873 -4.1927 4.0464
H -1.0815 -2.1065 3.8001
C 1.6920 -1.7860 -0.1259
N 0.3945 -1.5162 -0.7377
C 0.4233 -1.3886 -2.1915
C 0.7848 0.0230 -2.5402
N 0.5385 1.0206 -1.7400
C 0.9186 2.1668 -2.4251
C 0.8309 3.5007 -2.0377
C 1.2758 4.4420 -2.9456
C 1.7834 4.0759 -4.2015
C 1.8618 2.7537 -4.5978
C 1.4150 1.8088 -3.6805
N 1.3319 0.4228 -3.7237
C 1.8037 -1.0856 1.1913
N 1.5537 0.1849 1.3412
C 1.7235 0.4287 2.7033
C 1.5589 1.6061 3.4311
C 1.7952 1.5445 4.7909
C 2.1814 0.3538 5.4242
C 2.3449 -0.8201 4.7145
C 2.1045 -0.7522 3.3473
N 2.1584 -1.7085 2.3468
H 2.4675 -1.3807 -0.7808
H 1.8869 -2.8592 -0.0108
H -0.3107 -2.1814 -0.4395
H -0.5925 -1.5503 -2.5670
H 1.1099 -2.0990 -2.6728
H 0.4098 3.7593 -1.0742
H 1.2166 5.4917 -2.6897
H 2.1141 4.8503 -4.8826
H 2.2441 2.4753 -5.5717
H 1.5604 -0.1728 -4.4980
H 1.2123 2.5057 2.9407
H 1.6602 2.4366 5.3886
H 2.3451 0.3526 6.4947
H 2.6318 -1.7437 5.2009
H 2.2472 -2.7010 2.4699
N -0.4751 3.5119 1.5800
C -0.5334 2.4963 1.0196
```

* energy relative to the best compared isomer or geometry (same formula, charge and spin): 50.9 kJ/mol
* max |F|: 0.0056 hartree/bohr
* frontier orbital gap (spin up / spin down): 5.487 / 5.990 eV
* charge: -1
* multiplicity: 4
* LUMO (spin up / spin down): 2.15 / 2.15 eV

Formula: C15H12BCl4O6S2
Source: the Open Molecules 2025 dataset
Level of theory: wB97M-V/def2-TZVPD

```
40
Properties=species:S:1:pos:R:3
Cl -1.8006 -3.3631 2.3793
B -2.2478 -2.6118 0.7563
Cl -1.0853 -3.1199 -0.6185
Cl -3.9943 -3.0145 0.2723
O -2.1689 -1.1002 0.9513
C -2.3137 -0.2855 -0.0191
C -1.7237 1.0329 0.0272
C -1.6093 1.7466 -1.1875
C -1.2435 3.0842 -1.1745
C -0.9782 3.7086 0.0582
Cl -0.6174 5.3876 0.0938
C -0.9469 2.9615 1.2493
C -1.2795 1.6116 1.2351
H -2.7081 -0.6471 -0.9749
H -1.8381 1.2260 -2.1185
H -1.1445 3.6547 -2.0963
H -0.6326 3.4531 2.1682
H -1.2239 1.0064 2.1387
C -4.8321 1.7389 -0.4200
O -4.9712 0.7245 0.7049
C -5.8569 -0.2303 0.6566
S -6.8322 -0.7638 2.0921
O -6.1679 -1.7738 2.8826
O -7.3583 0.4449 2.6981
C -8.1769 -1.5582 1.1718
C -8.1232 -1.4441 -0.2065
C -9.1646 -1.8965 -1.0187
C -10.2508 -2.5370 -0.4282
C -10.2998 -2.6892 0.9576
C -9.2629 -2.2124 1.7607
S -6.7548 -0.4894 -0.8636
O -7.3616 0.7766 -1.2556
O -5.9570 -1.2547 -1.8001
H -4.1432 2.4663 0.0051
H -4.3846 1.2404 -1.2945
H -5.8122 2.1741 -0.6539
H -9.1147 -1.7280 -2.0910
H -11.0726 -2.8870 -1.0453
H -11.1596 -3.1557 1.4323
H -9.2787 -2.3182 2.8419
```

* max |F|: 0.1130 hartree/bohr
* frontier orbital gap: 3.831 eV
* charge: -1
* multiplicity: 1
* LUMO: 0.74 eV